{
  "formula": "C20H18N2O6",
  "method": "the ωB97M-V functional and the def2-TZVPD basis",
  "smiles": "COc1cc(/C=C/C(=O)OCC(=O)N2CC(=O)Nc3ccccc32)ccc1O",
  "largest_force_ha_per_bohr": 0.0163,
  "lumo_ha": 0.0063,
  "species": ["C", "O", "C", "C", "C", "C", "C", "C", "O", "O", "C", "C", "O", "N", "C", "C", "O", "N", "C", "C", "C", "C", "C", "C", "C", "C", "C", "O", "H", "H", "H", "H", "H", "H", "H", "H", "H", "H", "H", "H", "H", "H", "H", "H", "H", "H"],
  "positions_angstrom": [[4.921, -3.541, -2.862], [5.470, -3.898, -1.618], [4.744, -3.616, -0.483], [3.502, -3.020, -0.450], [2.858, -2.777, 0.772], [1.556, -2.156, 0.846], [0.749, -1.819, -0.171], [-0.544, -1.189, 0.085], [-1.006, -0.912, 1.166], [-1.214, -0.977, -1.075], [-2.419, -0.256, -0.942], [-2.084, 1.217, -0.663], [-0.939, 1.599, -0.638], [-3.150, 2.046, -0.461], [-4.540, 1.647, -0.434], [-5.163, 1.877, 0.946], [-5.975, 1.136, 1.446], [-4.742, 3.027, 1.523], [-3.784, 3.873, 0.966], [-3.633, 5.175, 1.421], [-2.659, 5.990, 0.872], [-1.839, 5.509, -0.134], [-1.983, 4.211, -0.597], [-2.952, 3.385, -0.049], [3.502, -3.148, 1.953], [4.744, -3.752, 1.927], [5.378, -3.993, 0.718], [6.595, -4.581, 0.692], [3.980, -4.068, -3.048], [4.756, -2.462, -2.931], [5.656, -3.843, -3.606], [3.016, -2.726, -1.364], [1.190, -1.947, 1.844], [0.986, -1.977, -1.211], [-2.947, -0.369, -1.891], [-3.002, -0.669, -0.110], [-5.099, 2.265, -1.152], [-4.673, 0.604, -0.706], [-5.162, 3.292, 2.405], [-4.273, 5.537, 2.211], [-2.542, 7.000, 1.233], [-1.080, 6.144, -0.563], [-1.337, 3.831, -1.370], [3.019, -2.964, 2.900], [5.245, -4.044, 2.836], [6.872, -4.660, -0.232]]
}